This record from the Open Molecules 2025 dataset describes a molecular structure, C26H56NO2P2Si4Tl in a non-equilibrium geometry. The level of theory is ωB97M-V/def2-TZVPD.

XYZ file:
```
92
Properties=species:S:1:pos:R:3:forces:R:3:mulliken_charge:R:1
C 0.4960 -3.4544 -4.0629 -0.1 0.2 0.1 -0.772
C 0.8993 -2.4167 -3.2087 -0.5 -0.1 -0.3 0.209
N 0.0372 -1.4549 -2.8602 -0.1 0.3 -0.4 0.737
C -1.1985 -1.4003 -3.3764 0.3 -0.7 0.1 -0.195
C -1.6708 -2.4339 -4.1881 -0.2 0.3 -0.1 -0.790
C -0.8198 -3.4793 -4.5413 0.5 0.2 0.3 -0.802
C 2.3444 -2.3423 -2.7303 0.2 -0.2 -0.1 -1.051
P 2.5791 -1.3195 -1.2297 -0.3 -0.2 0.1 0.605
Tl 1.0775 0.7454 -1.5746 0.0 0.0 0.6 0.769
P -1.2384 1.2910 -2.5102 -0.4 0.0 0.2 0.454
C -2.1215 -0.2336 -3.0136 -0.2 -0.2 0.0 -0.494
C 1.9234 2.2831 -0.3200 -0.4 -0.7 -0.2 0.284
C 2.2538 2.0904 1.0111 0.5 1.2 0.4 -0.041
C 2.7834 3.1837 1.7263 -0.1 -0.4 -0.3 -0.340
C 3.0197 4.3994 1.0703 -0.1 0.0 -0.1 -0.670
C 2.7049 4.5504 -0.2884 -0.2 -0.2 0.0 -0.702
C 2.1103 3.4768 -0.9838 0.6 1.1 0.5 -0.486
O 4.2195 -0.9872 -4.4153 0.3 0.9 -0.5 -0.700
O 4.1146 1.5576 -3.2934 -1.0 0.4 0.2 -0.867
H 1.2429 -4.1945 -4.3415 -0.3 0.0 0.0 0.523
H -2.7046 -2.3677 -4.5333 0.3 -0.2 0.0 0.525
H -1.1634 -4.2862 -5.1917 0.1 0.3 0.2 0.408
C 2.2609 -2.4946 0.1056 0.1 -0.2 0.2 -0.673
C 4.3282 -0.8544 -0.9986 0.2 -0.2 -0.3 -1.187
H -2.7609 -0.0003 -3.8785 0.1 -0.1 0.2 0.569
H -2.7986 -0.5376 -2.1983 0.3 0.1 -0.2 -0.164
H 3.0084 -1.9260 -3.5359 -0.7 -0.3 0.7 0.442
H 2.6968 -3.3628 -2.5173 0.0 0.2 -0.1 0.607
C -2.3291 2.2802 -1.4459 -0.3 0.0 -0.1 -0.597
C -1.1579 2.2693 -4.0416 0.0 0.1 0.0 -1.464
H 2.0883 1.1362 1.5070 -0.1 0.2 -0.1 0.210
H 3.0005 3.0695 2.7937 0.0 0.1 -0.4 0.404
H 3.4451 5.2386 1.6312 -0.2 -0.3 -0.3 0.370
H 2.9105 5.4916 -0.8087 -0.1 -0.3 0.3 0.399
H 1.7927 3.5736 -2.0316 0.3 0.1 0.4 0.303
H 3.0963 1.4995 -3.3567 1.3 0.1 0.2 0.027
H 4.2666 2.1583 -2.5402 0.0 -0.4 -0.4 0.310
H 4.2391 -0.0560 -4.0699 0.2 -0.7 -0.4 0.414
H 3.9972 -0.9322 -5.3575 0.2 0.2 0.4 0.291
H 1.7463 1.1207 -3.2453 -0.2 0.0 -0.3 -0.072
H 2.9882 -3.3138 0.0124 -0.2 0.1 0.1 0.459
H 2.3782 -2.0145 1.0858 -0.1 -0.1 -0.4 -0.270
H 1.2414 -2.8933 0.0212 0.2 0.2 0.0 0.274
H 4.9555 -1.7581 -0.9853 -0.1 0.3 0.0 0.434
H 4.6633 -0.1694 -1.7912 -0.2 -0.3 0.3 0.323
H 4.4233 -0.3360 -0.0320 -0.2 -0.2 -0.3 0.360
H -2.1704 2.5045 -4.3932 0.2 -0.1 0.0 0.444
H -0.6182 3.2025 -3.8418 -0.1 -0.2 -0.1 0.378
H -0.6074 1.7088 -4.8033 -0.1 0.1 0.1 0.350
H -3.2191 2.5783 -2.0202 0.2 0.0 0.2 0.475
H -2.6313 1.7200 -0.5493 0.3 0.1 -0.3 -0.404
H -1.7841 3.1840 -1.1259 -0.2 -0.4 -0.1 0.374
C 0.3252 -3.1539 2.9976 0.2 -0.2 0.1 -1.095
Si 0.1498 -1.3087 3.3532 -0.9 0.7 -0.7 0.244
C -0.8240 -1.1365 4.9663 0.4 -0.3 0.4 -1.142
C 1.8894 -0.6047 3.5753 0.2 -0.1 0.5 -1.034
Si -1.0018 -0.1236 1.6608 0.6 0.2 -1.3 0.853
Si -2.8279 -1.5002 1.1024 1.0 0.7 0.8 0.214
C -3.4936 -2.3147 2.6706 -0.6 -0.3 -0.3 -1.055
C -4.2262 -0.5032 0.3189 -0.4 -0.2 -0.1 -1.131
C -2.3213 -2.8711 -0.0926 -0.3 -0.2 -0.1 -0.641
Si -1.7612 1.8510 2.7472 0.3 -1.2 -0.2 0.100
C -3.2347 1.2741 3.7746 -0.1 0.6 0.5 -1.014
C -0.3107 2.4975 3.7642 0.0 0.2 0.3 -0.729
C -2.3286 3.3551 1.7619 -0.1 0.1 -0.2 -1.128
H 0.6165 -3.6555 3.9330 -0.1 0.0 -0.2 0.446
H 1.1065 -3.3659 2.2560 -0.3 0.0 0.2 0.336
H -0.6132 -3.6022 2.6483 0.2 0.1 0.1 0.181
H -0.2975 -1.6973 5.7536 -0.2 0.1 0.1 0.451
H -0.9033 -0.0925 5.2936 0.0 -0.2 -0.1 0.248
H -1.8370 -1.5518 4.8832 0.3 0.1 -0.1 0.277
H 2.5304 -0.7873 2.7039 -0.1 0.1 0.1 0.215
H 1.8722 0.4784 3.7601 0.0 -0.3 -0.1 0.182
H 2.3685 -1.0856 4.4432 0.0 0.1 -0.2 0.478
H -3.8262 -1.5694 3.4039 0.1 -0.1 -0.2 0.290
H -4.3616 -2.9354 2.3991 0.1 0.0 0.2 0.422
H -2.7479 -2.9649 3.1447 -0.1 0.2 -0.1 0.198
H -5.0869 -1.1721 0.1592 0.1 0.2 0.0 0.481
H -3.9645 -0.0694 -0.6534 -0.1 -0.1 0.2 0.233
H -4.5490 0.3134 0.9788 0.1 -0.2 -0.2 0.267
H -1.9763 -2.4630 -1.0518 0.0 -0.1 0.2 -0.091
H -1.5142 -3.4870 0.3277 -0.1 0.1 -0.1 0.239
H -3.1850 -3.5274 -0.2888 0.2 0.1 0.0 0.387
H -2.9742 0.4611 4.4641 -0.1 0.2 -0.2 0.231
H -3.6118 2.1178 4.3697 -0.2 -0.2 0.0 0.440
H -4.0490 0.9308 3.1226 0.2 0.1 0.1 0.199
H 0.4850 2.8634 3.0963 -0.3 -0.1 0.2 -0.065
H -0.6448 3.3439 4.3807 0.1 -0.1 0.0 0.469
H 0.1167 1.7361 4.4276 -0.1 0.2 -0.1 0.148
H -1.5008 3.7544 1.1600 -0.2 -0.1 0.1 0.149
H -3.1721 3.1235 1.0983 0.1 0.1 0.1 0.306
H -2.6536 4.1488 2.4527 0.1 -0.2 -0.1 0.451
```
Forces are in eV/Å.

Properties
Gap between HOMO and LUMO: 5.25 eV
Maximum force: 1.4 eV Å⁻¹
DFT total energy: -88237.0711 eV
LUMO energy: 0.1351 eV